The following is a DFT calculation (ωB97M-V/def2-TZVPD) of 6 unconnected molecules or ions with the total composition C27H42F15NO15P2 at a distorted geometry.

The total energy is -4418.148299 hartree. As for the spin multiplicity: 1. The highest occupied orbital energy comes out at -8.88 eV. As for the structure (SMILES): CC(=O)N(C(C)=O)[PH](O)(CCCO)[PH2]=O.CCOC(=O)C(F)(F)F.CCOC(=O)C(F)(F)F.CCOC(=O)C(F)(F)F.CCOC(=O)C(F)(F)F.CCOC(=O)C(F)(F)F.

Geometry as XYZ:
```
102
C27H42F15NO15P2 (ωB97M-V/def2-TZVPD)
C -3.18 -1.75 0.78
C -2.56 -0.58 0.09
O -2.90 -0.24 -0.97
N -1.55 0.11 0.84
C -0.33 -0.65 0.92
C 0.46 -0.50 2.19
O 0.03 -1.38 0.09
P -1.40 1.78 0.39
O 0.20 1.59 -0.20
C -0.86 3.11 1.56
C -1.18 2.78 3.03
C -0.02 3.08 3.96
O -0.31 2.62 5.27
P -3.56 2.12 1.04
O -3.98 1.23 2.16
H -4.24 -1.73 0.64
H -3.00 -1.69 1.85
H -2.75 -2.65 0.36
H 0.48 -1.48 2.65
H -0.05 0.14 2.90
H 1.45 -0.12 2.01
H -1.81 2.14 -0.92
H 0.23 1.88 -1.11
H -1.34 4.03 1.24
H 0.20 3.30 1.44
H -1.38 1.71 3.08
H -2.08 3.27 3.40
H 0.85 2.57 3.56
H 0.15 4.16 3.97
H -1.24 2.40 5.29
H -4.41 1.96 -0.08
H -3.63 3.47 1.50
C -4.51 5.69 -5.34
C -4.39 4.18 -5.36
O -3.03 3.77 -5.14
C -2.63 3.73 -3.88
O -3.28 4.01 -2.91
C -1.18 3.23 -3.81
F -0.40 3.81 -4.73
F -1.13 1.90 -4.02
F -0.65 3.47 -2.60
H -3.82 6.14 -6.06
H -5.53 5.99 -5.60
H -4.27 6.09 -4.36
H -4.66 3.80 -6.35
H -5.05 3.71 -4.64
C 3.10 -6.23 2.45
C 3.44 -5.56 3.76
O 2.35 -4.74 4.22
C 1.36 -5.37 4.85
O 1.29 -6.54 5.07
C 0.32 -4.34 5.30
F 0.04 -3.46 4.33
F 0.77 -3.64 6.36
F -0.82 -4.92 5.66
H 2.80 -5.49 1.70
H 3.96 -6.78 2.07
H 2.27 -6.93 2.56
H 4.28 -4.88 3.63
H 3.72 -6.28 4.52
C -3.73 -1.07 -6.84
C -4.30 -1.05 -8.25
O -5.66 -0.58 -8.26
C -5.81 0.74 -8.23
O -4.94 1.56 -8.19
C -7.31 1.08 -8.29
F -8.02 0.31 -7.46
F -7.78 0.90 -9.54
F -7.52 2.36 -7.95
H -4.38 -1.65 -6.18
H -2.74 -1.50 -6.84
H -3.67 -0.06 -6.43
H -4.33 -2.06 -8.65
H -3.68 -0.45 -8.92
C 2.42 -1.34 5.96
C 3.40 -0.19 6.05
O 4.73 -0.68 6.30
C 5.40 -1.12 5.25
O 5.00 -1.16 4.12
C 6.81 -1.56 5.67
F 6.78 -2.29 6.80
F 7.58 -0.48 5.90
F 7.39 -2.29 4.72
H 2.46 -1.96 6.86
H 1.40 -0.96 5.85
H 2.64 -1.99 5.11
H 3.15 0.46 6.88
H 3.38 0.42 5.14
C 2.99 -0.45 -0.81
C 4.05 0.62 -0.72
O 5.36 0.05 -0.54
C 5.96 -0.40 -1.63
O 5.53 -0.36 -2.75
C 7.35 -0.94 -1.27
F 7.31 -1.71 -0.18
F 8.20 0.08 -1.02
F 7.86 -1.66 -2.27
H 3.02 -1.10 0.06
H 2.00 0.00 -0.87
H 3.13 -1.08 -1.69
H 3.88 1.25 0.15
H 4.05 1.27 -1.60
```

The following is a DFT calculation (ωB97M-V/def2-TZVPD) of 2 unconnected molecules or ions with the total composition C27H42F3NO9S at a distorted geometry.

The total energy is -2483.048562 hartree. As for the spin multiplicity: 1. The highest occupied orbital energy comes out at -9.60 eV. As for the structure (SMILES): COCCCCCCCC[C@@]1(C)OS(=O)(=O)[C@H](CCO)[C@H](CC(=O)O)[C@@H]1c1cccnc1.CCOC(=O)C(F)(F)F. The value obtained for the relative energy (zero: lowest compared OMol25 entry of this formula, charge and spin) is 379.8 kcal/mol.

Geometry as XYZ:
```
83
C27H42F3NO9S (ωB97M-V/def2-TZVPD)
C 7.37 3.34 1.64
O 8.26 2.24 1.20
C 7.55 1.29 0.34
C 6.34 0.63 1.23
C 6.13 -0.92 0.68
C 4.88 -1.55 1.59
C 3.63 -1.78 0.52
C 2.25 -2.31 1.21
C 1.46 -1.22 2.13
C 1.33 0.28 1.49
C -0.09 0.50 0.61
C 0.32 1.69 -0.42
O -0.21 -0.74 -0.14
S -1.73 -1.06 -0.80
O -2.01 -2.56 -0.39
O -1.72 -1.15 -2.38
C -3.14 -0.08 -0.09
C -3.76 1.14 -0.94
C -2.87 1.82 -2.11
O -3.55 1.66 -3.42
C -2.72 0.24 1.48
C -3.93 1.00 2.34
C -3.71 0.93 3.97
O -3.54 -0.32 4.50
O -3.64 2.14 4.83
C -1.23 0.84 1.73
C -1.21 2.43 2.24
C -0.44 2.75 3.70
C -0.55 4.34 4.10
C -1.32 5.29 3.03
N -1.96 4.99 1.72
C -1.94 3.55 1.31
H 6.37 3.42 1.02
H 7.03 3.21 2.77
H 7.96 4.34 1.47
H 8.22 0.39 -0.04
H 7.04 1.80 -0.59
H 6.61 0.51 2.39
H 5.29 1.16 1.11
H 7.10 -1.57 0.71
H 5.76 -0.82 -0.45
H 4.59 -0.87 2.50
H 5.22 -2.64 1.91
H 4.01 -2.66 -0.20
H 3.49 -0.85 -0.21
H 1.52 -2.69 0.37
H 2.46 -3.25 1.91
H 2.04 -1.13 3.17
H 0.36 -1.57 2.43
H 1.35 1.04 2.42
H 2.22 0.61 0.80
H 0.83 1.17 -1.36
H -0.52 2.41 -0.77
H 1.17 2.37 0.05
H -4.04 -0.86 0.03
H -4.76 0.75 -1.47
H -4.14 2.03 -0.24
H -2.83 3.00 -1.92
H -1.78 1.44 -2.25
H -2.95 1.12 -4.03
H -2.73 -0.86 1.97
H -4.90 0.33 2.13
H -4.20 2.07 1.93
H -2.74 2.13 5.30
H -0.85 0.25 2.70
H 0.08 1.92 4.35
H -0.11 4.77 5.12
H -1.39 6.44 3.35
H -2.42 3.25 0.29
C -2.89 -3.88 -3.65
C -3.87 -4.96 -4.07
O -4.61 -4.54 -5.22
C -3.98 -4.69 -6.43
O -2.85 -5.14 -6.56
C -4.90 -4.25 -7.58
F -5.53 -3.07 -7.32
F -5.88 -5.17 -7.82
F -4.24 -4.08 -8.75
H -3.40 -2.93 -3.49
H -2.37 -4.16 -2.72
H -2.13 -3.71 -4.42
H -4.59 -5.12 -3.27
H -3.36 -5.91 -4.25
```

The following is a DFT calculation (ωB97M-V/def2-TZVPD) of 4 unconnected molecules or ions with the total composition C27H42FN5O5 at a distorted geometry.

The total energy is -1803.836185 hartree. As for the spin multiplicity: 1. The highest occupied orbital energy comes out at -8.73 eV. As for the structure (SMILES): CCC1=C(CCCN)C(=O)c2c(ccc(F)c2N=C(C)C)C1=O.CN(C)C=O.CN(C)C=O.CN(C)C=O.

Geometry as XYZ:
```
80
C27H42FN5O5 (ωB97M-V/def2-TZVPD)
C 1.58 -0.43 3.56
C 0.29 -1.11 2.99
C -0.59 -0.10 2.26
C -0.20 0.57 1.16
C 1.16 0.43 0.48
C 1.46 -1.02 -0.01
C 1.70 -1.13 -1.53
N 3.12 -1.03 -1.93
C -1.22 1.51 0.55
O -0.92 2.58 0.06
C -2.67 1.01 0.64
C -3.07 0.31 1.78
C -4.35 -0.15 1.93
C -5.25 0.08 0.89
C -4.86 0.74 -0.24
F -5.79 0.88 -1.20
C -3.56 1.23 -0.41
N -3.27 1.92 -1.61
C -2.33 1.42 -2.30
C -1.79 0.00 -2.21
C -1.63 2.34 -3.30
C -1.99 0.10 2.82
O -2.21 0.09 4.01
H 2.44 -0.68 2.92
H 1.80 -0.74 4.59
H 1.43 0.66 3.50
H 0.57 -1.93 2.32
H -0.26 -1.57 3.82
H 1.93 0.76 1.18
H 1.19 1.11 -0.39
H 0.64 -1.71 0.24
H 2.33 -1.39 0.55
H 1.12 -0.37 -2.09
H 1.36 -2.12 -1.86
H 3.50 -0.12 -1.70
H 3.14 -1.08 -2.94
H -4.61 -0.68 2.84
H -6.28 -0.27 0.97
H -2.47 -0.72 -1.74
H -1.60 -0.34 -3.24
H -0.80 0.00 -1.72
H -2.32 2.68 -4.07
H -0.77 1.81 -3.73
H -1.25 3.18 -2.70
C 7.63 -2.13 1.17
N 6.32 -2.58 0.76
C 6.09 -2.94 -0.62
C 5.29 -2.68 1.63
O 4.17 -3.06 1.35
H 7.89 -1.23 0.61
H 8.37 -2.91 0.97
H 7.64 -1.90 2.23
H 5.30 -2.32 -1.04
H 5.77 -3.98 -0.68
H 7.00 -2.81 -1.20
H 5.57 -2.39 2.66
C -0.28 6.54 -2.01
N 1.13 6.51 -2.34
C 1.66 7.48 -3.28
C 1.98 5.61 -1.79
O 3.17 5.54 -2.03
H -0.86 6.38 -2.93
H -0.54 7.51 -1.58
H -0.53 5.75 -1.30
H 2.10 6.96 -4.13
H 2.43 8.08 -2.80
H 0.86 8.13 -3.64
H 1.48 4.92 -1.09
C -5.48 -4.91 2.29
N -4.41 -4.54 1.40
C -4.56 -4.76 -0.03
C -3.26 -3.98 1.84
O -2.33 -3.65 1.14
H -5.67 -5.98 2.21
H -6.39 -4.36 2.03
H -5.22 -4.68 3.32
H -3.77 -5.43 -0.38
H -4.48 -3.82 -0.56
H -5.53 -5.21 -0.23
H -3.24 -3.85 2.93
```

The following is a DFT calculation (ωB97M-V/def2-TZVPD) of a molecular structure, C27H43BF6IrN6O7S5SeSi at a distorted geometry.

The total energy is -7320.386737 hartree. As for the spin multiplicity: 2. The highest occupied orbital energy (alpha / beta) comes out at -8.17 / -8.12 eV. Its expectation value of S² is 0.76. The value obtained for the relative energy (zero: lowest compared OMol25 entry of this formula, charge and spin) is 0.0 kcal/mol.

Geometry as XYZ:
```
98
C27H43BF6IrN6O7S5SeSi (ωB97M-V/def2-TZVPD)
Ir -0.21 -0.13 -0.42
F -2.11 4.06 3.46
C -1.11 3.32 3.01
F -0.55 2.66 4.00
F -0.21 4.10 2.42
S -1.73 2.16 1.72
O -0.49 1.60 1.17
O -2.50 3.00 0.85
N -2.58 1.14 2.54
S -2.50 -0.42 2.35
O -1.78 -0.85 1.16
O -3.75 -1.04 2.60
C -1.41 -0.95 3.74
F -0.98 -2.19 3.51
F -2.10 -0.93 4.88
F -0.37 -0.14 3.84
C 0.87 3.71 -0.85
N 2.06 2.92 -0.55
C 3.10 3.31 0.27
C 3.99 2.30 0.27
N 3.51 1.30 -0.53
B 4.31 0.00 -0.88
N 3.55 -1.31 -0.41
C 4.01 -2.54 -0.81
C 3.33 -3.49 -0.13
N 2.44 -2.83 0.68
C 1.47 -3.45 1.57
C 2.57 -1.50 0.48
S 1.57 -0.31 1.26
C 2.32 1.68 -1.00
S 1.28 0.75 -2.04
H 1.06 4.74 -0.58
H 0.02 3.35 -0.29
H 0.65 3.65 -1.91
H 3.10 4.28 0.76
H 4.94 2.20 0.78
H 5.36 0.08 -0.27
H 4.46 -0.10 -2.08
H 4.78 -2.64 -1.56
H 3.40 -4.57 -0.15
H 1.38 -4.50 1.31
H 0.50 -2.98 1.45
H 1.78 -3.35 2.61
Se -2.47 0.57 -1.38
C -2.40 2.18 -2.39
C -3.40 3.13 -2.20
C -3.32 4.32 -2.89
N -2.35 4.61 -3.77
C -1.42 3.67 -3.98
C -1.40 2.45 -3.32
H -4.21 2.95 -1.49
H -4.08 5.09 -2.75
H -0.66 3.90 -4.71
H -0.62 1.73 -3.52
C -0.17 -5.87 -4.70
C -0.01 -5.43 -3.25
C -0.24 -6.60 -2.31
C 1.37 -4.84 -3.03
O -1.06 -4.49 -2.98
Si -1.21 -2.86 -2.93
S -0.07 -2.31 -1.20
O -0.60 -2.23 -4.31
C -1.04 -1.49 -5.46
C -2.34 -0.76 -5.20
C 0.08 -0.52 -5.79
C -1.23 -2.48 -6.59
O -2.77 -2.46 -2.68
C -4.00 -3.21 -2.57
C -5.12 -2.17 -2.54
C -3.97 -4.01 -1.27
C -4.17 -4.12 -3.78
H 0.54 -6.66 -4.95
H 0.01 -5.01 -5.36
H -1.18 -6.23 -4.88
H 0.50 -7.38 -2.47
H -1.24 -7.02 -2.46
H -0.17 -6.25 -1.27
H 2.14 -5.59 -3.26
H 1.49 -4.51 -2.00
H 1.53 -3.96 -3.68
H -2.30 -0.25 -4.24
H -3.18 -1.45 -5.17
H -2.52 -0.02 -5.98
H 0.31 0.11 -4.93
H -0.20 0.12 -6.64
H 0.99 -1.07 -6.06
H -1.97 -3.24 -6.31
H -0.29 -2.99 -6.83
H -1.59 -1.97 -7.49
H -4.95 -1.46 -1.73
H -6.08 -2.66 -2.38
H -5.15 -1.62 -3.48
H -3.82 -3.33 -0.42
H -3.15 -4.73 -1.30
H -4.92 -4.55 -1.14
H -4.18 -3.53 -4.70
H -5.11 -4.68 -3.71
H -3.35 -4.84 -3.83
```

The following is a DFT calculation (ωB97M-V/def2-TZVPD) of a molecular structure, C27H43BrN2OP2Pd at a distorted geometry.

The total energy is -4623.207908 hartree. The charge is +2. As for the spin multiplicity: 3. The highest occupied orbital energy (alpha / beta) comes out at -10.11 / -12.69 eV. Its expectation value of S² is 2.04. The value obtained for the relative energy (zero: lowest compared OMol25 entry of this formula, charge and spin) is 0.0 kcal/mol.

Geometry as XYZ:
```
77
C27H43BrN2OP2Pd (ωB97M-V/def2-TZVPD)
C -0.15 5.15 -2.90
C -0.39 3.99 -3.66
C -0.65 4.08 -5.04
C -0.74 5.38 -5.58
N -0.58 6.47 -4.84
C -0.26 6.39 -3.55
C -0.41 2.71 -2.97
C -0.64 2.28 -1.73
C -1.13 2.43 -0.39
C -0.30 2.86 0.67
C -0.57 2.37 1.94
C -1.55 1.38 2.01
C -2.57 1.25 1.08
C -2.37 1.82 -0.16
Pd -0.20 0.80 -2.90
P 2.41 -1.18 1.17
H -0.79 3.20 -5.66
H 0.11 5.10 -1.84
H -0.95 5.52 -6.65
H -0.09 7.32 -3.00
H -3.10 1.72 -0.95
H 0.57 3.49 0.47
H -3.48 0.73 1.39
H -0.07 2.72 2.85
C 2.60 -2.85 1.85
C 3.60 -3.74 1.12
H 1.60 -3.30 1.85
H 2.89 -2.72 2.91
H 3.82 -4.59 1.76
H 3.18 -4.13 0.19
H 4.54 -3.23 0.91
C 2.51 -1.12 -0.63
C 3.48 -0.09 -1.22
H 1.49 -0.92 -1.01
H 2.77 -2.13 -0.99
H 3.48 -0.19 -2.31
H 3.17 0.94 -0.99
H 4.51 -0.23 -0.87
C 3.45 0.01 2.03
C 4.93 -0.36 2.19
H 3.01 0.16 3.02
H 3.36 0.97 1.50
H 5.45 0.47 2.68
H 5.07 -1.25 2.82
H 5.44 -0.53 1.23
Br 0.33 -0.64 1.91
P -2.34 -2.69 -1.25
C -0.61 -3.31 -1.05
C -0.49 -4.81 -1.34
H -0.28 -3.07 -0.02
H 0.02 -2.73 -1.75
H 0.57 -5.11 -1.35
H -0.99 -5.42 -0.57
H -0.92 -5.07 -2.31
C -2.81 -2.23 0.48
C -4.02 -3.02 0.98
H -3.04 -1.15 0.49
H -1.94 -2.39 1.13
H -4.12 -2.90 2.06
H -4.95 -2.65 0.52
H -3.93 -4.09 0.75
C -2.19 -1.05 -2.02
C -2.49 -1.08 -3.51
H -1.14 -0.75 -1.78
H -2.87 -0.37 -1.50
H -2.60 -0.06 -3.89
H -1.69 -1.57 -4.07
H -3.42 -1.62 -3.71
C -0.05 0.88 4.88
C -1.44 0.96 4.43
N -2.43 1.18 5.28
O -1.85 0.64 3.20
H 0.17 1.68 5.60
H 0.63 0.92 4.02
H 0.09 -0.09 5.40
H -3.39 1.18 4.94
H -2.23 1.32 6.26
```